No. 1
One molecule with the formula C7H12O in a non-equilibrium geometry, computed with ωB97M-V with the def2-TZVPD basis set.

**Orbital gap**: 0.3848 Ha
**Energy above the lowest of the compared OMol25 structures with the same formula, charge and spin**: 1.082 eV
**F_max**: 1.56 eV/Å
**Total energy**: -9499.7362 eV
**E_HOMO**: -0.34934 Ha
**Structure (SMILES)**: C=C(CC)CCC=O

Structure (XYZ):
```
20
Properties=species:S:1:pos:R:3:forces:R:3
C 0.736 1.872 -0.600 0.2 1.0 0.1
C 0.233 0.666 -0.801 -0.2 -0.1 -0.3
C -0.882 0.395 -1.771 -1.2 -0.7 -0.7
C -0.855 1.151 -3.112 0.8 1.0 0.0
C 0.772 -0.505 -0.031 0.1 0.8 0.3
C -0.201 -0.966 1.075 1.0 0.0 -0.6
C 0.463 -1.125 2.419 -0.8 -0.4 0.9
O -0.115 -1.621 3.356 0.1 0.2 -0.2
H 1.608 2.086 0.011 -0.1 -0.4 0.2
H 0.323 2.788 -1.014 -0.1 -0.3 -0.3
H -0.913 -0.678 -1.995 0.4 0.0 0.0
H -1.901 0.511 -1.363 0.5 0.3 0.4
H -1.742 1.742 -3.315 -0.5 -0.4 0.0
H -0.615 0.525 -3.971 -0.2 -0.1 0.1
H -0.088 1.935 -3.100 0.1 -0.3 0.1
H 1.039 -1.335 -0.679 0.0 -0.1 -0.1
H 1.684 -0.100 0.413 0.2 -0.5 0.2
H -0.533 -1.964 0.829 -0.6 -0.2 0.0
H -1.053 -0.291 1.133 -0.1 -0.1 0.3
H 1.510 -0.827 2.567 0.3 0.3 -0.4
```
Positions in Å, forces in eV/Å.


No. 2
A 2-piece molecular cluster, C7H12O overall in a non-equilibrium geometry, computed with ωB97M-V with the def2-TZVPD basis set.

**Orbital gap**: 0.3665 Ha
**Energy above the lowest of the compared OMol25 structures with the same formula, charge and spin**: 3.235 eV
**F_max**: 6.68 eV/Å
**Total energy**: -9497.5833 eV
**E_HOMO**: -0.33743 Ha
**Structure (SMILES)**: C=CC(=C)C(=C)C.O

Structure (XYZ):
```
20
Properties=species:S:1:pos:R:3:forces:R:3
C -0.476 0.042 -2.595 -2.2 1.7 0.1
C 0.370 -0.444 -1.804 4.2 -4.6 2.4
C 0.447 -0.437 -0.348 0.1 -0.2 0.8
C 1.488 0.254 0.100 -0.3 1.1 0.7
C -0.535 -1.245 0.462 -1.3 1.8 1.4
C -0.950 -2.506 0.335 -0.8 0.0 -0.7
C -1.296 -0.450 1.592 0.7 0.2 0.4
H -0.366 -0.303 -3.535 -0.3 -0.2 -3.5
H -1.244 0.664 -2.211 -0.8 0.5 -0.2
H 1.183 -1.183 -2.122 -1.1 1.1 -0.5
H 2.098 0.785 -0.604 0.3 0.0 -0.5
H 1.684 0.607 1.093 0.0 -0.7 0.8
H -0.565 -3.089 -0.519 -0.3 -0.1 0.8
H -1.857 -2.870 0.964 2.0 0.5 -1.2
H -1.190 0.678 1.668 -0.2 -1.3 -0.9
H -0.797 -0.753 2.545 -0.9 -0.1 -0.4
H -2.377 -0.743 1.510 1.1 0.4 0.6
O 1.353 3.955 0.911 -0.2 0.3 -1.4
H 1.582 3.054 0.721 0.1 -0.7 -0.5
H 1.446 3.984 1.837 0.1 0.4 1.9
```
Positions in Å, forces in eV/Å.


No. 3
A 2-piece molecular cluster, C7H12O overall in a non-equilibrium geometry, computed with ωB97M-V with the def2-TZVPD basis set.

**Orbital gap**: 0.3885 Ha
**Energy above the lowest of the compared OMol25 structures with the same formula, charge and spin**: 8.610 eV
**F_max**: 8.82 eV/Å
**Total energy**: -9492.2088 eV
**E_HOMO**: -0.35754 Ha

Structure (XYZ):
```
20
Properties=species:S:1:pos:R:3:forces:R:3
C -1.176 0.741 1.331 -1.0 -0.6 1.6
C -0.772 0.211 -0.178 -4.7 7.1 2.1
C 0.005 1.344 -0.869 1.1 -1.2 -2.5
C 1.325 0.984 -0.136 3.0 3.4 4.9
C 1.805 -0.454 0.192 1.5 -0.3 -1.4
C 0.674 -1.370 0.467 -1.0 -2.3 -1.7
C -0.371 -1.028 -0.585 0.9 -1.0 -1.4
H -0.739 -0.262 2.063 -2.6 3.5 -1.3
H -2.614 0.968 1.233 4.8 -1.1 0.6
H -0.687 1.812 1.895 -1.3 -3.3 -2.4
H 0.383 0.762 -1.870 -1.5 2.5 1.2
H -0.278 2.554 -0.996 0.7 -3.7 0.6
H 2.130 1.624 -0.512 0.1 -0.6 -0.8
H 1.513 1.443 0.991 -1.7 -0.5 -2.3
H 2.603 -0.653 0.942 -0.9 1.4 0.7
H 2.485 -0.793 -0.567 -0.4 -0.5 -1.6
H 0.161 -0.918 1.259 0.3 -1.1 2.0
H 0.902 -2.422 0.524 0.4 -0.2 0.6
H -0.159 -0.807 -1.642 1.0 -1.7 0.3
O -1.830 -0.734 -0.581 1.5 0.3 0.7
```
Positions in Å, forces in eV/Å.


No. 4
One molecule with the formula C7H12O, computed with ωB97M-V with the def2-TZVPD basis set.

**Orbital gap**: 0.3387 Ha
**Energy above the lowest of the compared OMol25 structures with the same formula, charge and spin**: 1.013 eV
**F_max**: 0.66 eV/Å
**Total energy**: -9499.8059 eV
**E_HOMO**: -0.30079 Ha
**Structure (SMILES)**: C=C/C=C(\C)OCC

Structure (XYZ):
```
20
Properties=species:S:1:pos:R:3:forces:R:3
C 1.668 -1.899 2.064 -0.2 -0.1 0.0
C 1.957 -0.880 1.256 -0.2 -0.1 0.1
C 1.009 -0.035 0.508 0.3 -0.1 0.2
C -0.112 -0.421 -0.114 0.1 -0.2 0.1
C -0.618 -1.825 -0.231 -0.1 0.1 -0.6
O -0.942 0.425 -0.777 -0.1 -0.2 0.1
C -0.661 1.811 -0.771 0.2 0.2 -0.2
C -1.776 2.475 -1.565 0.4 -0.4 -0.2
H 0.646 -2.226 2.248 0.2 0.1 -0.1
H 2.439 -2.450 2.591 0.0 0.1 -0.1
H 3.002 -0.586 1.173 -0.1 0.0 0.0
H 1.311 1.000 0.455 0.0 0.1 -0.1
H 0.169 -2.542 -0.053 0.2 -0.1 0.1
H -1.430 -2.027 0.463 -0.1 0.1 0.1
H -0.996 -1.963 -1.258 0.0 0.0 0.4
H -0.580 2.183 0.262 -0.2 -0.1 -0.2
H 0.323 1.972 -1.245 -0.3 0.1 0.1
H -2.739 2.282 -1.103 -0.1 0.0 0.1
H -1.790 2.057 -2.589 0.0 0.3 0.4
H -1.615 3.547 -1.614 0.0 0.1 -0.1
```
Positions in Å, forces in eV/Å.


No. 5
One molecule with the formula C7H12O2 in a non-equilibrium geometry, computed with ωB97M-V with the def2-TZVPD basis set.

**Orbital gap**: 0.3627 Ha
**Energy above the lowest of the compared OMol25 structures with the same formula, charge and spin**: 1.737 eV
**F_max**: 4.52 eV/Å
**Total energy**: -11546.6671 eV
**E_HOMO**: -0.33214 Ha
**Structure (SMILES)**: C=C[C@@]1(O)CC[C@]1(C)O

Structure (XYZ):
```
21
Properties=species:S:1:pos:R:3:forces:R:3
C 2.061 0.247 1.616 -0.6 0.1 -0.1
C 0.806 0.651 1.393 -0.6 -1.5 -0.5
C -0.274 -0.270 0.605 2.7 3.0 2.0
O -0.336 -1.567 1.236 -0.1 1.0 -0.4
C -1.652 0.372 0.359 -0.1 -1.0 0.2
C -1.683 -0.380 -0.974 1.7 0.7 -1.3
C 0.023 -0.350 -0.915 -3.0 -2.0 -0.4
C 0.578 0.833 -1.684 0.2 0.0 0.5
O 0.708 -1.530 -1.308 -0.3 0.3 0.8
H 2.778 0.872 2.144 -0.1 0.0 -0.1
H 2.413 -0.727 1.280 -0.1 0.1 0.1
H 0.482 1.633 1.729 -0.1 -0.1 -0.1
H -0.356 -1.346 2.185 0.1 -0.4 -0.5
H -1.647 1.462 0.258 0.2 -0.2 0.0
H -2.425 0.085 1.076 0.1 0.1 0.0
H -2.079 0.169 -1.829 -0.2 -0.1 0.0
H -2.111 -1.384 -0.935 0.3 0.1 0.1
H 0.479 0.667 -2.761 -0.1 -0.2 0.2
H 1.641 0.966 -1.460 -0.1 0.0 0.0
H 0.060 1.762 -1.432 0.0 -0.1 0.0
H 0.533 -2.163 -0.582 0.2 0.2 -0.6
```
Positions in Å, forces in eV/Å.


No. 6
One molecule with the formula C7H12O3, computed with ωB97M-V with the def2-TZVPD basis set.

**Orbital gap**: 0.3834 Ha
**Energy above the lowest of the compared OMol25 structures with the same formula, charge and spin**: 0.334 eV
**F_max**: 0.34 eV/Å
**Total energy**: -13595.7396 eV
**E_HOMO**: -0.35310 Ha
**Structure (SMILES)**: CCCO[C@@H]1CCOC1=O

Structure (XYZ):
```
22
Properties=species:S:1:pos:R:3:forces:R:3
C -0.977 2.793 -0.765 0.0 0.0 0.0
C -0.109 1.812 -1.548 0.0 0.0 0.1
C -0.638 0.372 -1.514 0.1 0.0 0.1
O 0.344 -0.550 -1.026 0.0 -0.1 0.0
C 0.312 -0.768 0.352 -0.1 0.1 0.0
C 1.543 -1.501 0.848 -0.2 -0.3 -0.2
C 0.989 -2.107 2.126 0.0 0.1 0.1
O -0.327 -2.564 1.751 0.0 0.2 0.1
C -0.805 -1.740 0.788 0.0 0.1 -0.1
O -1.920 -1.805 0.369 0.0 -0.1 0.0
H -0.669 3.825 -0.937 0.0 0.0 0.0
H -0.918 2.604 0.309 0.0 0.0 0.0
H -2.026 2.704 -1.055 0.0 0.0 0.0
H 0.905 1.800 -1.141 0.0 0.0 0.0
H -0.015 2.147 -2.582 0.0 0.0 0.0
H -1.537 0.302 -0.900 -0.1 0.0 0.0
H -0.899 0.014 -2.507 0.0 0.0 0.0
H 0.157 0.174 0.904 0.1 0.0 0.0
H 1.730 -2.311 0.137 0.2 0.1 0.0
H 2.444 -0.906 0.954 -0.1 0.1 0.1
H 0.871 -1.350 2.906 0.1 0.0 0.1
H 1.545 -2.946 2.531 0.0 -0.1 -0.1
```
Positions in Å, forces in eV/Å.